1.
{"formula": "C10H18ClNP", "method": "the ωB97M-V functional and the def2-TZVPD basis", "relative_energy_kcal_mol": 10.31, "homo_lumo_gap_ev": 8.80, "charge": 1, "symbols": ["C", "C", "C", "C", "C", "C", "C", "P", "C", "Cl", "N", "C", "C", "H", "H", "H", "H", "H", "H", "H", "H", "H", "H", "H", "H", "H", "H", "H", "H", "H", "H"], "xyz": [[-2.45367, 0.29379, -0.80919], [-0.95223, -0.08645, -0.41953], [-0.17281, 1.08829, 0.28507], [-0.47184, 2.46780, -0.13114], [0.62901, 3.20267, -0.33839], [1.74972, 2.34221, -0.05928], [1.33808, 1.05258, 0.16204], [2.31485, -0.42719, 0.74631], [3.90357, -0.01106, 0.09593], [1.95841, -1.92938, -0.74890], [-0.84146, -1.39864, 0.26673], [-1.44703, -1.55995, 1.67722], [-1.51860, -2.47207, -0.64123], [-3.05426, 0.23348, 0.11910], [-2.89001, -0.49064, -1.57039], [-2.55263, 1.28053, -1.23971], [-0.58787, -0.27100, -1.50662], [-0.38754, 1.16736, 1.39608], [-1.46758, 2.83207, -0.11176], [0.63935, 4.21928, -0.66390], [2.86288, 2.45735, -0.29985], [4.47732, 0.34877, 0.94221], [3.79714, 0.73350, -0.57725], [4.47419, -0.79953, -0.35219], [0.18073, -1.75236, 0.32519], [-0.83934, -0.86652, 2.28815], [-2.38558, -0.98091, 1.67929], [-1.25368, -2.56862, 2.18934], [-2.67657, -2.42710, -0.81391], [-1.12762, -2.26982, -1.63986], [-1.24492, -3.40845, -0.24956]]}

***

2.
{"formula": "C3H6NO2", "method": "the ωB97M-V functional and the def2-TZVPD basis", "relative_energy_kcal_mol": 143.57, "homo_lumo_gap_ev": 6.02, "charge": -1, "symbols": ["C", "N", "C", "C", "O", "O", "H", "H", "H", "H", "H", "H"], "xyz": [[0.94789, -1.07895, 1.30078], [0.55949, 0.17456, 0.64679], [-0.30460, -0.02798, -0.47196], [-0.87789, 1.24157, -1.23552], [0.01271, 2.25287, -1.35476], [-2.14853, 1.34184, -1.50272], [1.71420, -1.05289, 2.10424], [1.39415, -1.82243, 0.55558], [0.07581, -1.57699, 1.83862], [-0.46376, 1.86395, -0.37742], [0.25767, -0.65133, -1.35131], [-1.16714, -0.66421, -0.15231]]}

***

3.
{"formula": "C18H22N2O4S2", "method": "the ωB97M-V functional and the def2-TZVPD basis", "relative_energy_kcal_mol": 398.28, "homo_lumo_gap_ev": 9.01, "symbols": ["C", "C", "N", "S", "O", "O", "C", "C", "C", "C", "C", "C", "H", "H", "N", "C", "O", "C", "C", "C", "C", "C", "C", "S", "C", "C", "O", "C", "H", "H", "H", "H", "H", "H", "H", "H", "H", "H", "H", "H", "H", "H", "H", "H", "H", "H", "H", "H"], "xyz": [[7.06642, 2.04303, -1.20361], [6.56998, 0.64000, -1.17055], [6.48238, 0.33932, 0.19510], [5.58131, -1.24021, 0.43981], [5.83977, -1.77986, 1.66094], [5.76391, -2.22023, -0.54416], [3.74398, -0.79922, 0.49268], [3.32725, 0.26746, 1.11382], [1.99225, 0.72078, 1.03927], [1.26379, 0.16523, 0.10466], [1.67083, -0.52304, -0.77678], [2.93024, -1.06461, -0.79163], [3.47286, -2.06264, -1.48945], [1.11077, -1.01540, -1.54106], [-0.10679, 0.59783, -0.17225], [-0.88981, 1.46935, 0.83200], [-0.32408, 2.02640, 1.64453], [-2.28896, 1.54925, 0.37806], [-2.69484, 2.98911, 0.19235], [-4.15020, 3.12963, 0.02433], [-4.96269, 1.98669, -0.49193], [-4.51631, 0.80558, -0.18863], [-3.07884, 0.61920, 0.07369], [-2.49717, -1.10256, 0.32682], [-3.84127, -1.94034, 0.57823], [-4.60586, -2.79474, -0.25434], [-5.86241, -2.31877, -0.58065], [-6.89274, -2.15177, 0.30076], [-6.77484, -1.94650, 1.43584], [-7.14781, -3.41438, 0.50602], [-7.77076, -1.66562, -0.12930], [-4.96398, -3.85723, -0.02456], [-4.08962, -2.85834, -1.15474], [-4.45969, -1.55974, 1.40369], [-3.39434, -2.90958, 1.47410], [-4.98538, 0.07229, -0.55414], [-5.92055, 2.13790, -0.85961], [-4.52842, 4.10154, 0.13990], [-2.17708, 3.75802, 0.52493], [-0.70311, 0.27791, -0.70149], [1.73319, 1.33675, 1.99491], [3.86233, 0.66923, 2.25829], [7.11725, 0.19916, 0.72615], [5.34386, 0.49997, -1.52520], [6.89594, -0.01362, -1.82187], [7.17768, 2.29089, -2.34120], [8.11989, 1.94166, -0.87343], [6.56169, 2.60418, -0.67032]]}

***

> Number 3 is which compound?

C18H22N2O4S2